Record 1
Here is 4 unconnected molecules or ions with the total composition C2H5FN3O4 from the OMol25 dataset. Energies are from ωB97M-V with the def2-TZVPD basis set.

XYZ file:
```
15
Properties=species:S:1:pos:R:3:forces:R:3
C 0.8766 0.2234 -0.4355 -2.722 -1.979 -4.730
H 0.3603 1.5812 1.2274 2.386 -1.057 -1.917
F 1.6355 1.6763 1.0248 -2.237 1.150 2.127
C -0.3998 0.3375 0.3861 1.663 1.839 -0.043
H 1.4034 1.0357 -0.9448 0.359 -0.263 1.628
N 1.3498 -1.0952 -0.7147 -0.338 0.687 0.081
H 2.0060 -1.1150 -1.4857 -0.035 0.072 0.116
H 0.5318 -1.6739 -0.9396 0.456 0.062 0.289
N -0.6822 -0.4955 1.5276 0.598 1.044 0.837
O 0.2389 -1.1503 1.9940 0.364 -0.489 -0.379
O -1.7174 -0.3147 2.1494 -0.873 -0.376 -0.514
N -1.4350 0.3131 -0.6841 -3.142 -2.066 4.670
O -2.4316 1.0373 -0.4098 1.399 0.206 -1.865
O -1.6253 -0.8364 -1.2235 0.167 0.729 -0.476
H -0.1110 0.4764 -1.4715 1.956 0.444 0.176
```
Forces are in eV/Å.

## Properties
- total charge = -1
- E_HOMO (spin up / spin down) (eV) = -4.5 / -4.5
- relative energy (zero: lowest compared OMol25 entry of this formula, charge and spin) (eV) = 4.606
- M (g/mol) = 154.08

***

Record 2
Here is 2 unconnected molecules or ions with the total composition C4H8N2O from the OMol25 dataset. Energies are from ωB97M-V with the def2-TZVPD basis set.

XYZ file:
```
15
Properties=species:S:1:pos:R:3:forces:R:3
C 3.1123 -1.0786 0.7160 1.574 0.834 0.946
C 1.9473 -0.6227 0.3869 -0.251 -0.068 -0.410
C 0.2376 0.9540 -0.6424 -1.772 1.788 0.180
C 0.7673 -0.2486 0.0111 -2.076 -2.405 -1.050
N -3.3430 0.0407 0.1709 -0.970 -0.015 0.027
N -3.0828 1.1936 -0.1915 2.510 -1.196 1.401
O -0.3714 -1.1173 0.1980 0.063 2.609 1.458
H 3.4913 -0.7879 1.7522 -0.215 -0.776 -1.496
H -0.8484 0.8693 -1.0856 2.368 -0.265 1.076
H 0.1642 1.6488 0.2120 -0.331 0.399 -0.608
H 0.8577 1.4237 -1.3891 0.489 -0.053 -0.140
H 3.8063 -1.4946 -0.0545 -0.648 0.080 0.972
H -2.5451 -0.4751 0.6434 -0.160 1.347 -0.885
H -3.8649 1.6674 -0.5870 -1.485 -0.102 -0.561
H -0.3284 -1.9725 -0.1403 0.904 -2.178 -0.910
```
Forces are in eV/Å.

## Properties
- total charge = 0
- E_HOMO (eV) = -8.9
- structure (SMILES) = [H]/N=N/[H].C=C=C(C)O
- relative energy (zero: lowest compared OMol25 entry of this formula, charge and spin) (eV) = 5.460
- M (g/mol) = 100.12

***

Record 3
Here is a molecular structure, C25H27BNO5PPdS from the OMol25 dataset. Energies are from ωB97M-V with the def2-TZVPD basis set.

XYZ file:
```
62
Properties=species:S:1:pos:R:3:forces:R:3
Pd -1.0266 -1.0520 0.4952 -0.089 -0.039 -0.010
O 0.5545 0.4240 1.7796 0.000 0.022 0.007
S 0.4644 -0.5751 2.8819 -0.022 0.018 -0.015
O 0.4975 -0.0795 4.2081 0.006 -0.007 0.004
O -0.7378 -1.4238 2.5590 0.018 0.013 -0.007
C 1.8341 -1.6647 2.6143 0.005 -0.009 0.001
C 2.5368 -2.1367 3.7042 -0.009 0.003 -0.014
C 3.5772 -3.0403 3.5019 0.003 0.003 0.013
C 3.9006 -3.4602 2.2233 0.000 -0.003 -0.017
C 3.1961 -2.9781 1.1244 0.001 0.007 0.005
C 2.1579 -2.0711 1.3117 -0.016 0.009 0.013
P 1.2738 -1.3594 -0.0912 0.056 -0.013 0.003
C 2.0798 0.2837 -0.3027 0.010 -0.046 -0.055
C 3.4326 0.4397 -0.0237 0.018 -0.004 0.021
C 4.0036 1.6821 -0.1802 0.026 -0.038 0.020
C 3.2201 2.8050 -0.6183 0.007 0.041 -0.034
C 1.8786 2.6588 -0.9111 -0.027 0.024 -0.005
C 1.2991 1.4190 -0.7519 -0.044 0.001 0.039
C 1.6422 -2.2893 -1.5718 0.000 0.008 -0.002
C 2.1689 -1.6785 -2.7106 0.010 0.008 0.002
C 2.3794 -2.4284 -3.8571 0.000 -0.008 -0.005
C 2.0611 -3.7790 -3.8705 0.003 0.005 -0.009
C 1.5259 -4.3884 -2.7408 -0.001 -0.005 0.012
C 1.3060 -3.6475 -1.5939 -0.001 0.014 0.009
H 2.2687 -1.8000 4.6967 0.004 -0.005 0.003
H 4.1315 -3.4152 4.3515 -0.004 0.000 0.002
H 4.7084 -4.1631 2.0713 -0.002 -0.002 -0.003
H 3.4647 -3.3048 0.1282 -0.006 -0.009 -0.009
H 4.0271 -0.3981 0.3147 0.005 0.004 0.007
H 5.0568 1.8305 0.0217 0.001 -0.003 0.000
H 3.7036 3.7687 -0.7175 0.001 0.000 0.013
H 1.2865 3.5012 -1.2388 -0.010 -0.006 -0.002
H 0.2380 1.2986 -0.9368 0.009 0.002 -0.004
H 2.4254 -0.6255 -2.7124 0.000 -0.004 -0.002
H 2.7947 -1.9595 -4.7385 0.000 0.002 0.000
H 2.2296 -4.3617 -4.7660 0.001 0.000 -0.001
H 1.2822 -5.4419 -2.7572 -0.001 0.000 0.000
H 0.8901 -4.1248 -0.7133 0.004 -0.002 0.002
N -2.6012 -3.8423 -0.1006 -0.040 0.027 -0.012
C -1.9967 -2.8819 0.0689 0.046 -0.010 0.021
H -3.1766 -4.6563 -0.2290 0.011 -0.008 0.005
C -4.8611 1.8250 -1.1414 0.006 -0.009 0.009
C -4.1058 2.1502 0.1330 0.005 0.005 -0.008
C -5.0289 2.6776 1.2059 0.005 0.000 0.002
O -3.5318 0.8545 0.6149 -0.015 -0.035 0.019
B -2.2890 0.8482 0.1394 0.041 0.027 -0.007
O -1.7980 1.9584 -0.4408 0.000 0.008 -0.005
C -2.8196 3.0081 -0.1031 -0.011 0.014 0.015
C -2.9057 3.9694 -1.2642 -0.006 -0.006 -0.001
C -2.3106 3.6901 1.1528 0.015 -0.013 -0.009
H -5.6182 1.0739 -0.9220 -0.002 0.001 -0.002
H -4.1986 1.4357 -1.9159 -0.002 0.003 -0.005
H -5.3634 2.7113 -1.5278 -0.002 0.000 -0.001
H -5.8904 2.0190 1.3026 -0.001 -0.001 -0.002
H -5.3921 3.6686 0.9286 -0.001 0.003 -0.001
H -4.5346 2.7429 2.1722 0.002 0.002 -0.002
H -3.1016 3.4579 -2.2037 -0.003 -0.001 0.002
H -1.9739 4.5271 -1.3551 0.002 0.004 0.005
H -3.7058 4.6898 -1.0873 0.000 0.001 -0.003
H -2.2313 2.9930 1.9878 -0.003 0.003 0.000
H -2.9738 4.5041 1.4431 -0.002 0.001 0.000
H -1.3243 4.1113 0.9585 -0.001 0.001 0.002
```
Forces are in eV/Å.

## Properties
- spin multiplicity = 5
- total charge = +2
- E_HOMO (spin up / spin down) (eV) = -14.0 / -15.3
- relative energy (zero: lowest compared OMol25 entry of this formula, charge and spin) (eV) = 0.134
- M (g/mol) = 601.77

***

The records above yield strongest force on any atom values of 0.117 0.065 0.002 Eh/bohr, respectively.